Model w:
C7H7ClN6O in the gas phase. Source: the Open Molecules 2025 dataset; level of theory: the ωB97M-V functional and the def2-TZVPD basis.

As for the SMILES: CNN(Cl)c1nc2nccnc2c(=O)[nH]1.

Cartesian coordinates (Å):
C -2.85 -1.36 -0.53
N -2.88 -0.65 0.75
N -2.34 0.55 0.73
Cl -3.40 1.67 -0.41
C -0.79 0.51 0.46
N -0.13 -0.57 0.55
C 1.21 -0.48 0.26
N 1.93 -1.61 0.27
C 3.26 -1.46 0.13
C 3.80 -0.22 -0.23
N 3.08 0.88 -0.26
C 1.82 0.78 0.02
C 1.02 1.98 -0.12
O 1.38 3.12 -0.26
N -0.36 1.73 0.22
H -1.77 -1.38 -0.81
H -3.44 -2.27 -0.55
H -3.33 -0.75 -1.25
H -3.88 -0.50 0.95
H 3.88 -2.35 0.04
H 4.84 -0.12 -0.34
H -1.06 2.50 0.39

Model x:
2 unconnected molecules or ions with the total composition C7H7ClN6O. Source: the Open Molecules 2025 dataset; level of theory: the ωB97M-V functional and the def2-TZVPD basis.

Cartesian coordinates (Å):
C -2.48 0.04 3.65
C -1.63 0.98 3.18
C -1.87 -1.50 2.06
C -1.19 -0.46 1.40
C -1.69 -2.87 1.53
C -0.31 -1.87 -0.36
C 2.22 0.93 -2.57
N -2.50 -1.19 3.20
N -1.01 0.71 1.98
N -0.50 -0.73 0.22
N -1.00 -2.91 0.23
N 1.87 -0.03 -1.60
N 1.87 -1.21 -1.43
O -2.12 -3.84 2.09
Cl 2.59 -2.18 -2.93
H -3.19 0.27 4.56
H -1.35 1.93 3.67
H 3.22 1.49 -2.25
H 2.65 0.34 -3.57
H 1.35 1.64 -2.85
H -0.52 -3.79 -0.05
H -0.02 -0.09 -0.30

Model y:
2 unconnected molecules or ions with the total composition C7H7ClN6O. Source: the Open Molecules 2025 dataset; level of theory: the ωB97M-V functional and the def2-TZVPD basis.

As for the SMILES: CC1=C(Cl)[N+]([O-])=N1.N#CC(C#N)=C(N)N.

Cartesian coordinates (Å):
C 1.18 -1.15 1.75
C 1.79 -0.21 0.72
C 2.89 0.70 0.15
Cl 4.31 1.52 0.82
N 2.15 0.76 -0.99
O 2.01 1.09 -2.15
N 1.10 -0.19 -0.36
H 0.88 -2.07 1.26
H 0.29 -0.83 2.18
H 1.64 -1.63 2.61
N -0.62 2.58 1.12
C -1.01 1.54 0.86
C -1.44 0.31 0.34
C -1.93 -0.72 1.24
N -2.45 -1.48 1.94
C -1.46 0.05 -1.01
N -1.54 1.21 -1.88
N -1.76 -1.23 -1.41
H -1.34 1.04 -2.78
H -1.14 2.00 -1.34
H -1.67 -1.85 -0.67
H -1.90 -1.46 -2.40

Which structure loses on stability? model y does.

Model w:
A gas-phase ion, C3H7IN3 (charge +1). Source: the Open Molecules 2025 dataset; level of theory: the ωB97M-V functional and the def2-TZVPD basis.

As for the total charge: +1. As for the SMILES: C/C=N/N(I)C=[NH2+].

Cartesian coordinates (Å):
C 1.73 2.08 -0.09
C 0.44 1.27 -0.18
N 0.33 0.09 0.15
N -1.15 -0.56 0.12
I -2.92 0.48 0.02
C -1.19 -1.85 0.03
N -2.24 -2.50 -0.23
H 1.30 3.07 0.25
H 2.38 2.08 -0.93
H 2.44 1.68 0.66
H -0.54 1.75 -0.55
H -0.14 -2.32 0.03
H -2.07 -3.53 -0.09
H -3.14 -2.05 -0.17

Model x:
A gas-phase ion, C3H7IN3 (charge +1). Source: the Open Molecules 2025 dataset; level of theory: the ωB97M-V functional and the def2-TZVPD basis.

As for the total charge: +1. As for the SMILES: C[N+](I)=C=NCN.

Cartesian coordinates (Å):
C -0.61 -0.65 2.76
N -0.32 -0.87 1.33
I 0.02 -3.10 1.15
C -0.03 -0.04 0.49
N 0.32 0.79 -0.34
C -0.08 1.01 -1.93
N 1.00 0.84 -2.64
H 0.15 -1.01 3.38
H -0.48 0.44 2.86
H -1.67 -0.96 2.84
H -0.79 0.18 -2.00
H -0.65 1.87 -2.26
H 1.30 -0.06 -2.82
H 1.83 1.57 -2.80

Model y:
2 unconnected molecules or ions with the total composition C3H7IN3. Source: the Open Molecules 2025 dataset; level of theory: the ωB97M-V functional and the def2-TZVPD basis.

As for the total charge: +1.

Cartesian coordinates (Å):
C 0.43 1.13 0.15
C -0.50 -0.82 -0.30
C 1.41 0.83 1.16
N -0.19 1.78 -0.62
N -0.67 -1.94 0.36
N -1.01 -0.75 -1.52
I -0.41 3.74 -1.02
H 1.28 -0.08 1.69
H 1.57 1.66 1.98
H 2.32 0.74 0.72
H -0.31 -2.12 1.21
H -1.22 -2.76 -0.03
H -1.02 0.10 -1.99
H -1.68 -1.52 -1.79

Model z:
A gas-phase ion, C3H7IN3 (charge +1). Source: the Open Molecules 2025 dataset; level of theory: the ωB97M-V functional and the def2-TZVPD basis.

As for the total charge: +1. As for the SMILES: C[N@H+]1N=CN[C@@H]1I.

Cartesian coordinates (Å):
C -0.71 -1.66 -0.22
N -0.07 -0.37 -0.53
N -0.99 0.71 -0.81
C -0.62 1.80 -0.19
N 0.52 1.51 0.59
C 0.84 0.09 0.63
I 2.87 -0.40 0.14
H -0.99 -1.57 0.88
H -1.57 -1.75 -0.91
H -0.06 -2.50 -0.63
H 0.33 -0.50 -1.39
H -1.09 2.71 -0.25
H 0.96 2.33 1.14
H 0.58 -0.40 1.55

Which structure loses on stability? model x does.

Model w:
2 unconnected molecules or ions with the total composition C4H12N2P. Source: the Open Molecules 2025 dataset; level of theory: the ωB97M-V functional and the def2-TZVPD basis.

As for the total charge: +1.

Cartesian coordinates (Å):
C 2.66 -0.48 0.77
C 3.12 -0.18 -0.69
C 1.76 0.18 -0.26
C 0.61 0.88 -0.33
N -2.03 -1.27 -0.18
N -0.35 0.72 0.68
P -2.58 0.24 -0.21
H 2.68 -1.51 0.98
H 2.93 0.09 1.74
H 3.72 0.68 -0.93
H 3.06 -1.04 -1.43
H -3.62 0.07 -1.01
H 0.33 1.74 -0.98
H -1.30 -1.41 0.44
H -0.08 0.26 1.45
H -2.59 -2.04 -0.42
H -0.57 1.66 0.91
H -3.02 0.90 0.85
H -1.96 0.94 -1.13

Model x:
A gas-phase ion, C4H12N2P (charge +1). Source: the Open Molecules 2025 dataset; level of theory: the ωB97M-V functional and the def2-TZVPD basis.

As for the total charge: +1. As for the SMILES: N/C=C/C[NH2+]CP.

Cartesian coordinates (Å):
N -2.41 -0.01 2.62
C -2.02 0.15 1.34
C -0.87 0.73 0.95
C -0.51 0.99 -0.47
N 0.94 0.60 -0.76
C 1.20 -0.71 -1.42
P 3.08 -0.97 -1.55
H -1.85 0.33 3.37
H -3.29 -0.45 2.84
H -2.70 -0.25 0.60
H -0.22 1.18 1.69
H -1.16 0.44 -1.16
H -0.58 2.06 -0.70
H 1.37 1.32 -1.35
H 1.42 0.63 0.15
H 0.71 -1.49 -0.83
H 0.76 -0.70 -2.41
H 2.97 -2.02 -2.45
H 3.15 -1.83 -0.45

Which structure loses on stability? model w does.

Model w:
A molecular structure, C4H6NO2. Source: the Open Molecules 2025 dataset; level of theory: the ωB97M-V functional and the def2-TZVPD basis.

As for the total charge: +1. Its expectation value of S² is 2.01. The multiplicity is 3.

Cartesian coordinates (Å):
C -0.44 -0.89 0.65
C -1.13 0.27 0.54
C -1.67 -1.35 1.49
C -0.94 1.49 -0.11
N 0.65 -1.72 -0.16
O -1.95 -2.27 2.16
O -2.19 -0.09 1.38
H -0.28 1.44 -1.02
H -0.59 2.16 0.61
H -1.97 1.91 -0.33
H 1.53 -1.99 0.36
H 0.77 -1.59 -1.14
H 0.02 -2.46 0.05

Model x:
A gas-phase ion, C4H6NO2 (charge +1). Source: the Open Molecules 2025 dataset; level of theory: the ωB97M-V functional and the def2-TZVPD basis.

As for the total charge: +1. Its expectation value of S² is 2.01. The multiplicity is 3.

Cartesian coordinates (Å):
C -0.56 -1.40 -1.06
C 0.34 1.28 1.43
C -1.13 -2.57 -1.63
C 1.10 2.53 1.16
N -0.10 -0.56 -0.41
O -0.34 0.79 2.24
O 0.53 0.47 -0.02
H -0.98 -2.42 -2.69
H -2.14 -2.87 -1.14
H -0.50 -3.42 -1.30
H 1.50 2.72 2.08
H 1.85 2.19 0.37
H 0.43 3.27 0.96

Which structure loses on stability? model x does.

Model w:
9 unconnected molecules or ions with the total composition C14H46O9. Source: the Open Molecules 2025 dataset; level of theory: the ωB97M-V functional and the def2-TZVPD basis.

As for the SMILES: CCO.CCO.CCO.CCO.CCO.CO.CO.CO.CO.

Cartesian coordinates (Å):
C -0.61 0.93 -4.27
C -0.43 2.41 -4.51
O 0.13 3.05 -3.34
H -1.21 0.74 -3.38
H 0.36 0.45 -4.13
H -1.10 0.46 -5.13
H -1.38 2.91 -4.65
H 0.23 2.57 -5.36
H 1.09 2.94 -3.35
C 3.43 -0.88 -2.51
C 4.86 -0.51 -2.83
O 5.71 -1.18 -1.90
H 3.11 -0.43 -1.56
H 3.33 -1.96 -2.36
H 2.72 -0.62 -3.29
H 4.99 0.58 -2.77
H 5.12 -0.80 -3.85
H 6.55 -0.72 -1.86
C 1.43 -1.36 5.01
C 1.30 -0.01 4.34
O 2.26 0.12 3.30
H 0.72 -1.49 5.83
H 2.45 -1.49 5.40
H 1.27 -2.16 4.29
H 1.40 0.81 5.06
H 0.28 0.10 3.92
H 1.80 0.47 2.52
C -2.14 -3.22 0.14
C -2.81 -3.40 -1.22
O -4.18 -3.09 -1.08
H -2.62 -3.87 0.87
H -2.22 -2.19 0.49
H -1.09 -3.52 0.10
H -2.62 -4.42 -1.57
H -2.33 -2.74 -1.96
H -4.69 -3.47 -1.81
C 0.01 -0.54 -0.80
C 0.24 -0.40 0.68
O 1.00 0.79 0.93
H -0.71 0.23 -1.08
H -0.39 -1.52 -1.09
H 0.91 -0.33 -1.37
H 0.80 -1.23 1.09
H -0.72 -0.36 1.20
H 0.45 1.52 0.63
C -3.00 -0.70 3.41
O -3.20 -2.07 3.09
H -3.83 -0.29 3.98
H -2.11 -0.65 4.04
H -2.87 -0.09 2.51
H -3.99 -2.13 2.56
C -2.06 3.22 1.22
O -1.05 2.62 0.41
H -2.35 2.49 1.98
H -1.65 4.09 1.74
H -2.91 3.59 0.65
H -1.28 2.74 -0.52
C 4.38 2.28 1.22
O 5.67 1.69 1.25
H 4.35 3.22 1.80
H 4.10 2.54 0.20
H 3.61 1.62 1.63
H 5.63 0.92 1.83
C -3.76 0.53 -0.95
O -5.06 0.04 -1.21
H -3.80 1.62 -1.03
H -3.39 0.24 0.03
H -3.03 0.18 -1.69
H -5.08 -0.87 -0.89

Model x:
9 unconnected molecules or ions with the total composition C14H46O9. Source: the Open Molecules 2025 dataset; level of theory: the ωB97M-V functional and the def2-TZVPD basis.

As for the SMILES: CCO.CCO.CCO.CCO.CCO.CCO.CCO.O.O.

Cartesian coordinates (Å):
C -0.34 -5.00 -4.52
C -0.10 -3.55 -4.17
O -0.90 -3.26 -2.98
H -1.39 -5.26 -4.50
H 0.04 -5.67 -3.73
H 0.04 -5.28 -5.49
H -0.23 -2.80 -4.97
H 0.94 -3.48 -3.88
H -0.46 -2.53 -2.53
C -1.79 0.35 2.79
C -2.32 -0.84 2.06
O -2.75 -0.47 0.73
H -1.56 0.10 3.80
H -2.52 1.16 2.74
H -0.81 0.66 2.43
H -3.04 -1.30 2.70
H -1.60 -1.66 1.93
H -3.08 -1.20 0.17
C -3.02 -4.32 0.74
C -2.95 -4.17 -0.78
O -3.28 -2.79 -1.05
H -4.05 -4.30 1.03
H -2.61 -3.39 1.12
H -2.52 -5.24 1.05
H -3.72 -4.77 -1.24
H -1.95 -4.46 -1.11
H -2.89 -2.51 -1.92
C 1.90 0.43 4.78
C 1.61 1.66 4.02
O 1.85 1.30 2.70
H 1.83 0.61 5.89
H 2.83 0.03 4.51
H 1.18 -0.29 4.49
H 2.22 2.51 4.36
H 0.56 2.02 4.20
H 1.78 2.07 2.10
C -2.19 4.44 -0.34
C -1.81 3.02 0.06
O -2.59 1.98 -0.50
H -3.23 4.73 -0.20
H -1.95 4.66 -1.33
H -1.63 5.14 0.24
H -1.81 2.95 1.18
H -0.78 2.85 -0.27
H -2.52 1.15 0.01
C 2.69 4.78 1.40
C 3.15 3.99 0.22
O 2.42 2.74 0.23
H 3.19 5.74 1.48
H 3.05 4.15 2.25
H 1.64 4.92 1.56
H 4.27 3.85 0.27
H 2.87 4.49 -0.75
H 2.57 2.18 -0.57
C 0.26 0.01 -1.84
C 1.67 -0.28 -1.09
O 2.69 0.60 -1.59
H 0.28 -0.38 -2.86
H 0.07 1.06 -1.81
H -0.52 -0.56 -1.38
H 2.01 -1.25 -1.06
H 1.62 -0.01 -0.01
H 2.73 0.62 -2.57
O 2.78 -1.22 2.11
H 3.49 -1.01 1.50
H 2.38 -0.35 2.19
O 2.15 -0.06 -4.38
H 1.38 0.54 -4.52
H 2.79 0.16 -5.08

Which structure loses on stability? model w does.

Model w:
A molecular structure, C3H6N2S3. Source: the Open Molecules 2025 dataset; level of theory: the ωB97M-V functional and the def2-TZVPD basis.

Cartesian coordinates (Å):
C 2.45 -1.17 0.06
C 0.55 1.21 -0.30
C -0.61 0.21 -0.29
H 3.57 -1.27 0.33
H 1.89 -1.61 1.07
H 2.03 -1.86 -0.74
H -1.45 -1.43 -0.60
H -1.91 1.97 -0.26
H -3.65 0.29 1.43
N -0.52 -1.09 -0.54
N -1.79 0.98 0.08
S 2.24 0.63 -0.03
S 0.54 2.80 -0.16
S -3.34 0.32 -0.07

Model x:
C3H6N2S3 in the gas phase. Source: the Open Molecules 2025 dataset; level of theory: the ωB97M-V functional and the def2-TZVPD basis.

As for the SMILES: CC[C@]1(S)N=NSS1.

Cartesian coordinates (Å):
C -0.59 1.04 0.17
C 0.34 0.33 -0.79
C 1.69 -0.61 0.04
S 1.34 -2.32 0.23
N 1.90 -0.02 1.27
N 2.93 0.65 1.45
S 4.06 0.75 0.31
S 3.21 -0.47 -1.09
H 0.02 1.32 1.04
H -1.38 0.41 0.40
H -0.95 1.93 -0.34
H 0.63 0.99 -1.60
H -0.24 -0.41 -1.33
H 0.79 -2.21 1.43

Which structure loses on stability? model x does.

Model w:
2 unconnected molecules or ions with the total composition C5H13N2S. Source: the Open Molecules 2025 dataset; level of theory: the ωB97M-V functional and the def2-TZVPD basis.

As for the total charge: +1.

Cartesian coordinates (Å):
C -1.63 -1.83 0.39
C -0.79 -1.10 -0.33
C 1.29 2.23 -0.30
C 0.90 0.82 -0.74
C -0.46 0.35 -0.31
N -1.49 1.25 -0.34
N 1.56 -1.91 0.79
S -3.10 1.11 0.00
H -1.65 -2.82 0.25
H -2.24 -1.34 1.09
H -0.01 -1.63 -0.95
H 1.13 2.59 0.71
H 2.33 2.52 -0.77
H 0.71 3.00 -0.77
H 1.57 0.09 -0.22
H 1.07 0.62 -1.82
H -1.20 2.24 -0.46
H 1.53 -2.92 0.85
H 2.48 -1.54 0.84
H 1.06 -1.60 1.56
H -3.07 -0.13 0.52

Model x:
2 unconnected molecules or ions with the total composition C5H13N2S. Source: the Open Molecules 2025 dataset; level of theory: the ωB97M-V functional and the def2-TZVPD basis.

As for the total charge: +1.

Cartesian coordinates (Å):
C 1.92 1.30 0.01
C 3.25 0.79 -0.53
C 1.87 -0.97 0.47
C -3.35 -0.85 -0.32
C -1.83 -0.69 -0.22
N -1.27 0.40 0.58
N 1.17 0.12 0.39
S 3.56 -0.89 0.28
H 2.12 1.96 0.85
H 1.37 1.79 -0.87
H 3.17 0.53 -1.61
H 4.04 1.51 -0.38
H -1.59 -0.59 -1.26
H -3.65 -1.54 -1.03
H -3.94 -0.01 -0.69
H -3.77 -0.97 0.74
H -1.46 -1.72 0.20
H 1.48 -1.88 0.86
H -1.52 0.30 1.53
H 0.08 0.09 0.61
H -1.67 1.30 0.37

Which structure loses on stability? model w does.

Model w:
C4H10S2 in the gas phase. Source: the Open Molecules 2025 dataset; level of theory: the ωB97M-V functional and the def2-TZVPD basis.

As for the SMILES: CC[C@H](S)CS.

Cartesian coordinates (Å):
C -1.37 1.85 -0.16
C -0.20 0.87 0.25
C -0.34 -0.51 -0.32
S -1.64 -1.65 -0.10
C 1.11 -1.34 0.00
S 2.59 -0.18 -0.11
H -1.06 2.90 -0.47
H -1.98 2.06 0.77
H -2.01 1.50 -0.96
H 0.65 1.50 0.05
H -0.19 0.69 1.33
H -0.25 -0.40 -1.39
H -1.09 -2.26 1.01
H 1.28 -2.11 -0.85
H 1.00 -1.71 1.04
H 3.49 -1.21 -0.08

Model x:
C4H10S2 in the gas phase. Source: the Open Molecules 2025 dataset; level of theory: the ωB97M-V functional and the def2-TZVPD basis.

As for the SMILES: CCCSSC.

Cartesian coordinates (Å):
C 2.57 0.44 1.28
C 1.22 -0.25 1.57
C 0.02 0.65 1.24
S -0.25 1.14 -0.44
S -0.50 -1.03 -1.22
C -2.29 -0.88 -1.03
H 3.41 0.35 1.97
H 2.84 0.16 0.26
H 2.40 1.52 1.17
H 1.08 -1.09 0.88
H 1.28 -0.60 2.60
H -0.87 0.37 1.82
H 0.34 1.56 1.77
H -2.90 -1.78 -1.20
H -2.56 -0.69 0.01
H -2.59 -0.11 -1.75

Model y:
C4H10S2 in the gas phase. Source: the Open Molecules 2025 dataset; level of theory: the ωB97M-V functional and the def2-TZVPD basis.

As for the SMILES: CCCSSC.

Cartesian coordinates (Å):
C 0.33 1.82 -1.83
C 0.57 0.33 -1.76
C -0.58 -0.36 -0.99
S -0.69 0.21 0.77
S -0.73 -1.65 1.63
C 0.02 -1.36 3.22
H 0.26 2.21 -0.80
H 1.21 2.33 -2.21
H -0.59 2.08 -2.33
H 0.46 -0.13 -2.75
H 1.47 0.04 -1.25
H -1.57 -0.10 -1.38
H -0.51 -1.44 -0.97
H 1.05 -1.03 3.06
H -0.57 -0.65 3.81
H -0.12 -2.28 3.78

Model z:
C4H10S2 in the gas phase. Source: the Open Molecules 2025 dataset; level of theory: the ωB97M-V functional and the def2-TZVPD basis.

As for the SMILES: SCCCCS.

Cartesian coordinates (Å):
S 2.44 -1.46 -0.04
C 1.69 0.19 -0.56
C 0.60 0.78 0.33
C -0.61 -0.06 0.62
C -1.58 -0.02 -0.64
S -2.84 -1.19 -0.01
H 3.13 -1.07 1.03
H 2.47 0.86 -0.69
H 1.41 -0.18 -1.51
H 0.24 1.73 -0.09
H 1.13 0.87 1.31
H -0.23 -1.10 0.90
H -1.04 0.51 1.43
H -0.99 -0.34 -1.42
H -1.74 1.03 -0.62
H -4.08 -0.56 -0.04

Which structure loses on stability? model w does.